1.
Computed, not measured: a cluster of 2 separate species, C4H13BO5PS in total at a distorted geometry, with ωB97M-V/def2-TZVPD.

Geometry (Å):
O1 1.56825 3.44247 1.24520
C1 0.31877 3.07347 0.85228
C2 -0.00333 2.21505 -0.50447
S1 0.42872 0.39533 -0.42505
C3 -1.07261 -0.68019 -0.00335
B1 -2.16407 0.02493 0.99200
O2 -2.78450 1.35437 0.85737
O3 -2.63980 -0.80179 2.15807
P1 1.79516 -0.01997 1.23234
O4 3.18849 -0.35840 0.55459
H1 -0.55931 3.46893 1.55443
H2 0.66257 2.68230 -1.37879
H3 -1.12611 2.36318 -0.88050
H4 -0.61683 -1.60565 0.59924
H5 -1.53645 -1.16676 -0.98422
H6 -2.84043 1.80533 1.77206
H7 -3.60201 -0.51059 2.33708
H8 1.83247 1.03454 2.21015
H9 1.36306 -1.24850 1.91163
C4 1.59097 -2.38450 -2.47067
O5 0.24309 -2.58026 -2.08409
H10 1.72961 -1.33997 -2.75937
H11 2.24956 -2.61868 -1.63080
H12 1.82429 -3.02945 -3.32146
H13 0.15044 -3.51518 -1.83365

Atoms 1-2, force components in eV/Å:
-8.015 -2.969 -3.078
5.366 2.328 2.512

The calculation puts the HOMO-LUMO gap at 8.865 eV. Its HOMO energy is -13.67 eV. The largest force on an atom is 0.177 Eh/bohr. As for the total charge: +1.

***

2.
Computed, not measured: a cluster of 2 separate species, C4H13ClN2Si in total at a distorted geometry, with ωB97M-V/def2-TZVPD.

Geometry (Å):
C1 1.27317 0.41284 -1.80131
C2 -0.45568 -0.70274 2.24985
C3 -1.84115 0.84065 -0.18804
C4 1.17588 0.39764 -0.26842
N1 1.38114 1.63429 0.26183
N2 -1.02184 -2.23954 -1.08612
Si1 -0.45515 -0.30142 0.36635
Cl1 2.47631 -0.75069 0.35211
H1 1.37540 -0.60525 -2.17150
H2 0.38449 0.80323 -2.17984
H3 2.08111 1.11152 -2.12832
H4 -1.50048 -0.77727 2.51100
H5 -0.06564 -1.66594 2.49568
H6 0.03164 0.07440 2.92618
H7 -1.44838 1.74910 -0.58930
H8 -2.41394 0.48060 -1.04385
H9 -2.68643 1.05164 0.60444
H10 2.07394 2.12978 -0.20677
H11 1.33400 1.68229 1.33335
H12 -0.19878 -2.65704 -1.11101
H13 -1.49959 -2.66808 -0.32628

Atoms 1-2, force components in eV/Å:
1.361 -0.087 1.002
0.187 1.306 -0.390

The calculation puts the HOMO-LUMO gap at 9.590 eV. Its HOMO energy is -8.94 eV. The largest force on an atom is 0.136 Eh/bohr. For the relative energy (zero: lowest compared OMol25 entry of this formula, charge and spin), the calculation gives 71.89 kcal/mol.

***

3.
Computed, not measured: a structure of composition C4H13FeO9P at a distorted geometry, with ωB97M-V/def2-TZVPD.

Geometry (Å):
Fe1 -0.28749 0.77881 1.20136
O1 0.76208 1.82591 2.63705
H1 1.72119 1.79274 2.69060
P1 -1.94287 -0.59706 2.95577
O2 -0.38609 -0.57795 2.68951
O3 -2.13961 0.44144 1.82243
O4 -2.00605 0.04070 4.36972
O5 -2.46301 -2.00779 2.65515
C1 -0.04891 2.22444 -1.34461
C2 1.37889 2.21774 -0.80952
O6 1.56964 1.12154 0.10059
O7 -1.12428 1.97613 -0.44349
H2 -0.26655 1.61189 -2.22634
H3 -0.15264 3.29061 -1.61914
H4 1.65090 3.09997 -0.22494
H5 2.07813 2.10239 -1.64539
H6 2.40889 1.15719 0.56923
H7 -1.97556 2.09550 -0.86930
C3 0.08568 -1.42841 -1.54906
C4 0.73804 -2.80625 -1.45781
O8 -0.21175 -3.85777 -1.48539
O9 -0.45531 -1.05354 -0.29624
H8 -0.64589 -1.45448 -2.36918
H9 0.77508 -0.62870 -1.82310
H10 1.33449 -2.82240 -0.54029
H11 1.43773 -2.98660 -2.27764
H12 -0.76355 -3.80934 -0.69477
H13 -1.07118 -1.74672 -0.01522

Atoms 1-2, force components in eV/Å:
-0.453 -0.755 3.802
0.174 1.160 -1.058

The calculation puts the HOMO-LUMO gap (alpha / beta) at 2.935 / 2.873 eV. Its HOMO energy (alpha / beta) is 1.62 / 1.73 eV. The largest force on an atom is 0.087 Eh/bohr. As for the total charge: -2. Its multiplicity is 5. For the relative energy (zero: lowest compared OMol25 entry of this formula, charge and spin), the calculation gives 73.02 kcal/mol.

***

4.
Computed, not measured: a cluster of 2 separate species, C4H13IOSi2 in total at a distorted geometry, with ωB97M-V/def2-TZVPD.

Geometry (Å):
C1 1.86141 0.52781 2.67699
C2 3.15374 1.17513 -0.04155
C3 -1.19141 0.22059 -2.01596
C4 -3.34326 -1.74127 -0.83074
O1 0.10482 1.44889 0.50217
Si1 1.53875 1.24351 0.96572
Si2 -1.85401 -0.66506 -0.51970
I1 -0.26889 -2.24210 0.44592
H1 2.97919 0.76280 3.03815
H2 1.15906 0.88187 3.31113
H3 1.91651 -0.61204 2.42038
H4 3.31405 2.23501 -0.51107
H5 4.02604 0.86022 0.61105
H6 2.97891 0.42404 -0.77804
H7 -0.47508 -0.36956 -2.69387
H8 -1.89361 0.48854 -2.71870
H9 -0.74645 1.10214 -1.84638
H10 -3.23825 -2.51504 -1.49592
H11 -3.69993 -2.21738 0.02553
H12 -4.22282 -1.26877 -1.30208
H13 -2.09876 0.26068 0.75700

Atoms 1-2, force components in eV/Å:
5.150 -1.546 -2.769
0.133 2.258 0.968

The calculation puts the HOMO-LUMO gap at 9.385 eV. Its HOMO energy is -9.18 eV. The largest force on an atom is 0.118 Eh/bohr. For the relative energy (zero: lowest compared OMol25 entry of this formula, charge and spin), the calculation gives 65.14 kcal/mol. Its SMILES is C[SiH](C)I.C[Si](C)=O.

***

5.
Computed, not measured: a cluster of 2 separate species, C4H13N in total, with ωB97M-V/def2-TZVPD.

Geometry (Å):
C1 1.07639 1.53726 1.69771
N1 -0.14544 0.79885 2.08012
H1 1.93180 0.87556 1.62753
H2 1.27592 2.36976 2.36922
H3 0.90190 1.90710 0.68459
H4 -0.67801 1.33495 2.76036
H5 0.05697 -0.02615 2.63984
C2 0.43549 -1.55281 -0.61583
C3 -0.54047 -1.18279 -1.71426
C4 -1.08499 0.24503 -1.55334
H6 1.27085 -0.85675 -0.54532
H7 0.86700 -2.55096 -0.73176
H8 -0.11059 -1.57928 0.31743
H9 -1.39852 -1.85938 -1.72205
H10 -0.11346 -1.23807 -2.72038
H11 -1.88390 0.40421 -2.28392
H12 -1.54541 0.38459 -0.57403
H13 -0.31555 0.98889 -1.71590

Atoms 1-2, force components in eV/Å:
-0.797 -0.248 -0.398
-0.134 -0.221 0.909

The calculation puts the HOMO-LUMO gap at 10.541 eV. Its HOMO energy is -9.40 eV. The largest force on an atom is 0.018 Eh/bohr. For the relative energy (zero: lowest compared OMol25 entry of this formula, charge and spin), the calculation gives 1.27 kcal/mol. Its SMILES is CCC.CN.

***

6.
Computed, not measured: a cluster of 2 separate species, C4H13N in total at a distorted geometry, with ωB97M-V/def2-TZVPD.

Geometry (Å):
C1 0.07769 -2.64336 2.33245
N1 0.93055 -2.11636 1.23397
H1 0.77871 -2.75822 3.12087
H2 -0.30639 -3.57050 1.99176
H3 -0.83399 -2.05368 2.42939
H4 0.68012 -2.36415 0.36165
H5 0.97113 -1.12278 1.14171
C2 -1.03121 0.68250 -1.87448
C3 0.11730 1.60840 -1.50020
C4 0.01627 2.58885 -0.27507
H6 -1.47032 -0.06333 -1.28238
H7 -0.71123 0.14760 -2.75622
H8 -1.86855 1.33471 -2.05162
H9 0.06159 2.43321 -2.34344
H10 1.05861 1.10079 -1.50532
H11 -0.43270 3.50549 -0.45086
H12 -0.57048 2.12601 0.46018
H13 1.04935 2.68103 0.15033

Atoms 1-2, force components in eV/Å:
0.303 1.236 -2.447
1.084 0.758 2.777

The calculation puts the HOMO-LUMO gap at 10.123 eV. Its HOMO energy is -9.20 eV. The largest force on an atom is 0.079 Eh/bohr. For the relative energy (zero: lowest compared OMol25 entry of this formula, charge and spin), the calculation gives 28.78 kcal/mol. Its SMILES is CCC.CN.

***

7.
Computed, not measured: the molecule C4H13N2 at a distorted geometry, with ωB97M-V/def2-TZVPD.

Geometry (Å):
C1 0.71392 0.65580 0.94309
N1 1.80801 -0.15038 1.58952
C2 0.13242 -0.06889 -0.26961
N2 0.19551 -1.57043 0.03718
C3 -1.55797 0.96125 -1.84150
C4 -1.34370 0.30901 -0.48106
H1 -0.09119 0.68919 1.67249
H2 1.11154 1.64875 0.81511
H3 1.63305 -0.17142 2.58859
H4 2.68597 0.34866 1.50878
H5 0.70101 0.02409 -1.18657
H6 -0.73903 -1.94868 0.26787
H7 0.79327 -2.00101 0.77905
H8 0.50667 -2.19713 -0.77014
H9 -2.56560 1.38768 -1.86809
H10 -0.91483 1.84012 -1.89764
H11 -1.40172 0.23787 -2.63109
H12 -2.05054 -0.48983 -0.36466
H13 -1.55879 1.05659 0.28002

Atoms 1-2, force components in eV/Å:
0.893 -1.371 1.208
-0.202 0.716 -0.005

The calculation puts the HOMO-LUMO gap (alpha / beta) at 4.097 / 10.951 eV. Its HOMO energy (alpha / beta) is -3.22 / -10.29 eV. The largest force on an atom is 0.040 Eh/bohr. Its multiplicity is 2. For the relative energy (zero: lowest compared OMol25 entry of this formula, charge and spin), the calculation gives 44.06 kcal/mol.

***

8.
Computed, not measured: a structure of composition C4H13N2 at a distorted geometry, with ωB97M-V/def2-TZVPD.

Geometry (Å):
N1 -0.93309 0.45785 -0.90362
C1 -1.23028 -0.73048 -1.75405
C2 -1.01854 -1.89295 -0.77219
N2 0.97639 0.26101 0.76918
C3 0.23364 0.58169 1.99180
C4 1.91344 1.27844 0.46804
H1 0.07230 0.36758 -0.11615
H2 -0.90282 1.19877 -1.58193
H3 -2.04482 -2.10327 -0.37928
H4 -0.45791 -0.95745 -2.45048
H5 -2.17407 -0.78840 -2.29593
H6 -0.45845 -1.68683 0.15186
H7 -0.70104 -2.87707 -1.13112
H8 -0.26024 1.59614 1.94737
H9 0.82629 0.46819 2.94245
H10 -0.63455 -0.06498 1.96034
H11 2.82101 1.28446 1.06143
H12 1.57775 2.29461 0.59828
H13 2.39499 1.31268 -0.50599

Atoms 1-2, force components in eV/Å:
-1.580 -0.254 -0.876
2.569 -1.198 2.439

The calculation puts the HOMO-LUMO gap (alpha / beta) at 10.135 / 6.716 eV. Its HOMO energy (alpha / beta) is -9.00 / -8.18 eV. The largest force on an atom is 0.073 Eh/bohr. Its multiplicity is 2. For the relative energy (zero: lowest compared OMol25 entry of this formula, charge and spin), the calculation gives 53.31 kcal/mol.

***

9.
Computed, not measured: a cluster of 2 separate species, C4H13N2 in total, with ωB97M-V/def2-TZVPD.

Geometry (Å):
C1 -1.75002 0.20444 2.61739
C2 -1.35082 -1.52833 0.79928
C3 2.29148 0.02105 -2.63313
C4 -1.09444 -0.19784 1.36771
N1 -0.29046 0.61627 0.76020
N2 1.57494 1.11897 -1.97928
H1 -2.82337 0.01889 2.55918
H2 -1.57601 1.24892 2.86605
H3 -1.38695 -0.41617 3.43789
H4 -2.20472 -1.46163 0.11992
H5 -1.61555 -2.24817 1.56861
H6 -0.50550 -1.89000 0.21784
H7 1.56400 -0.69886 -3.00529
H8 2.91533 0.34404 -3.47141
H9 2.92975 -0.46771 -1.89778
H10 -0.11494 1.54414 1.13191
H11 0.19846 0.39906 -0.11503
H12 2.25237 1.81438 -1.67482
H13 0.98647 1.57854 -2.66923

Atoms 1-2, force components in eV/Å:
-0.191 0.347 0.359
0.002 -0.396 -0.319

The calculation puts the HOMO-LUMO gap at 9.014 eV. Its HOMO energy is -13.16 eV. The largest force on an atom is 0.015 Eh/bohr. As for the total charge: +1. For the relative energy (zero: lowest compared OMol25 entry of this formula, charge and spin), the calculation gives 13.27 kcal/mol.

***

10.
Computed, not measured: a cluster of 2 separate species, C4H13N2 in total at a distorted geometry, with ωB97M-V/def2-TZVPD.

Geometry (Å):
C1 0.69708 -1.25906 1.07204
N1 0.46283 -1.12533 -0.41844
C2 -0.51404 -2.13770 -0.94428
H1 1.15208 -0.35033 1.45768
H2 -0.22624 -1.32765 1.59922
H3 1.31393 -2.15480 1.24590
H4 1.33517 -1.22128 -0.91039
H5 0.08032 -0.14601 -0.55501
H6 -0.11329 -3.10421 -0.74610
H7 -0.68442 -1.94122 -1.97891
H8 -1.44652 -1.94776 -0.36316
C3 0.44969 1.98966 -0.91698
C4 0.04525 2.07883 0.39064
N2 -1.26163 1.90040 0.89631
H9 -0.21604 1.95570 -1.78214
H10 1.51690 2.01194 -1.10478
H11 0.80623 2.17369 1.16318
H12 -1.94955 2.12667 0.19075
H13 -1.44775 2.47845 1.70446

Atoms 1-2, force components in eV/Å:
0.894 -0.256 -0.470
-1.303 0.553 1.097

The calculation puts the HOMO-LUMO gap at 9.664 eV. Its HOMO energy is -12.67 eV. The largest force on an atom is 0.041 Eh/bohr. As for the total charge: +1. For the relative energy (zero: lowest compared OMol25 entry of this formula, charge and spin), the calculation gives 34.77 kcal/mol.

***

11.
Computed, not measured: a structure of composition C4H13N2 at a distorted geometry, with ωB97M-V/def2-TZVPD.

Geometry (Å):
N1 -2.29251 1.59773 0.51381
C1 -0.65649 -0.83771 -0.50660
C2 -1.22414 -0.61738 0.84564
C3 0.40337 0.27257 -0.80662
N2 1.63679 0.32370 0.47559
C4 2.66080 -0.50256 -0.13171
H1 -1.48485 -0.90685 -1.20996
H2 -2.12680 2.35716 1.16555
H3 -3.06929 1.76532 -0.11498
H4 -0.06321 -1.78443 -0.60546
H5 -0.42032 -0.37572 1.57708
H6 -1.88447 -1.39284 1.25257
H7 -1.87394 0.39107 0.84864
H8 1.03603 -0.21588 -1.55471
H9 0.00192 1.19984 -1.23395
H10 0.51292 0.70730 0.40473
H11 2.14440 -1.41639 -0.50680
H12 3.18407 0.07130 -0.93878
H13 3.51572 -0.63621 0.52595

Atoms 1-2, force components in eV/Å:
2.114 -0.306 -1.000
-0.122 0.780 0.435

The calculation puts the HOMO-LUMO gap at 4.531 eV. Its HOMO energy is -12.83 eV. The largest force on an atom is 0.093 Eh/bohr. As for the total charge: +1. For the relative energy (zero: lowest compared OMol25 entry of this formula, charge and spin), the calculation gives 270.61 kcal/mol.

***

12.
Computed, not measured: a cluster of 2 separate species, C4H13N2 in total at a distorted geometry, with ωB97M-V/def2-TZVPD.

Geometry (Å):
N1 1.89878 0.70824 -0.68813
C1 0.81274 -1.59700 -0.75411
C2 0.21194 -1.49472 0.60557
N2 -0.41572 -0.26547 1.02937
C3 -1.29403 0.38868 0.04542
C4 -1.69184 1.76048 0.55402
H1 2.31559 0.91567 -1.59571
H2 2.65611 0.72258 -0.00528
H3 1.53792 -0.27190 -0.70780
H4 0.12057 -1.32766 -1.55828
H5 1.26223 -2.54668 -1.05137
H6 1.01173 -1.67233 1.32971
H7 -0.57374 -2.26962 0.71139
H8 0.35865 0.37733 1.18335
H9 -2.12377 -0.29646 -0.14217
H10 -0.73101 0.51910 -0.89088
H11 -0.82853 2.42393 0.49316
H12 -2.41520 2.23184 -0.11013
H13 -2.11242 1.69400 1.55185

Atoms 1-2, force components in eV/Å:
0.327 0.655 0.075
-3.583 -2.548 -0.452

The calculation puts the HOMO-LUMO gap at 5.824 eV. Its HOMO energy is -13.93 eV. The largest force on an atom is 0.086 Eh/bohr. As for the total charge: +1. For the relative energy (zero: lowest compared OMol25 entry of this formula, charge and spin), the calculation gives 128.74 kcal/mol.

***

- The lowest largest force on an atom belongs to which entry?
  number 9